Record 1
A 2-piece molecular cluster, C2H2N2 overall in a non-equilibrium geometry. Source: the Open Molecules 2025 dataset; level of theory: wB97M-V/def2-TZVPD.

Cartesian coordinates (Å):
1 C -0.230 0.264 -1.776
2 C -0.729 -0.262 -0.845
3 H 0.269 0.818 -2.567
4 H -1.243 -0.678 -0.006
5 N 1.260 -0.537 2.531
6 N 0.674 0.395 2.664

Atomic forces in eV per Å
C 1.324 1.410 -1.912
C -1.037 -0.762 1.524
H -0.442 -0.585 0.545
H 0.153 -0.064 -0.152
N -1.570 2.503 0.355
N 1.572 -2.502 -0.360

Results
Energy relative to the best compared isomer or geometry (same formula, charge and spin) (kcal per mole): 1.27
SMILES: C#C.N#N
Kohn-Sham gap (eV): 12.25
E_HOMO (eV): -10.9
Lowest unoccupied orbital energy (eV): 1.379

And the Löwdin charges, in e, turn out to be: -0.0226 -0.0343 0.0300 0.0132 0.0073 0.0063

***

Record 2
A 21-piece molecular cluster, C19H57N9O20S overall in a non-equilibrium geometry. Source: the Open Molecules 2025 dataset; level of theory: wB97M-V/def2-TZVPD.

Cartesian coordinates (Å):
1 N 0.329 -0.683 0.203
2 N -0.976 1.669 -5.659
3 N 2.977 2.394 2.341
4 N 1.411 -2.797 4.365
5 N 2.238 2.332 0.113
6 S -2.756 2.359 -3.966
7 C 0.760 -0.494 1.434
8 C -2.080 2.127 -5.551
9 C -2.055 -3.691 4.133
10 C -1.593 -4.502 5.200
11 C -0.338 1.559 -4.459
12 C -1.172 1.793 -3.375
13 C 2.811 2.851 1.163
14 C 1.630 -1.897 3.348
15 C 2.311 1.311 2.543
16 C 0.169 -3.310 4.475
17 C 1.501 1.276 0.355
18 C -0.741 -1.878 2.719
19 C 1.535 0.660 1.558
20 C 0.557 -1.401 2.529
21 C -0.941 -2.876 3.680
22 N -2.656 2.201 -6.810
23 N 2.204 1.029 3.810
24 N -0.217 -4.285 5.330
25 N 0.748 0.458 -0.453
26 C 1.075 1.144 -4.224
27 C -0.857 1.636 -1.867
28 C 1.478 1.209 -2.766
29 C 0.361 0.739 -1.845
30 H -3.081 -3.771 3.727
31 H -2.268 -5.257 5.703
32 H 3.521 3.610 0.951
33 H 2.599 -1.510 3.123
34 H -1.531 -1.611 2.032
35 H -2.071 2.834 -7.353
36 H -3.644 2.270 -6.975
37 H 1.478 0.466 4.221
38 H 2.792 1.595 4.437
39 H 0.328 -4.714 6.069
40 H 1.205 0.147 -4.671
41 H 1.708 1.751 -4.842
42 H -1.593 1.077 -1.314
43 H -0.645 2.631 -1.519
44 H 1.576 2.281 -2.487
45 H 2.435 0.752 -2.547
46 H 0.086 -0.203 -2.229
47 O -0.537 0.247 5.282
48 H -0.813 -0.559 4.736
49 H -1.210 0.985 5.117
50 O -2.688 -7.707 5.543
51 H -3.590 -7.604 5.990
52 H -2.732 -7.260 4.637
53 O 1.456 4.463 -1.462
54 H 1.824 3.788 -0.803
55 H 2.065 4.480 -2.269
56 O -3.658 0.067 0.999
57 H -3.770 -0.881 0.664
58 H -4.060 0.693 0.313
59 O 2.018 -0.303 -7.468
60 H 2.247 -0.942 -8.219
61 H 1.204 0.231 -7.746
62 O -3.907 -2.847 0.883
63 H -4.177 -3.659 1.423
64 H -3.833 -3.125 -0.088
65 O 0.219 -7.210 4.706
66 H 0.162 -7.638 5.621
67 H -0.691 -7.278 4.268
68 O 6.242 4.439 0.284
69 H 5.827 3.568 -0.022
70 H 6.081 5.133 -0.434
71 O -0.185 1.216 -8.120
72 H -0.664 1.345 -7.239
73 H 0.293 2.078 -8.348
74 O 1.140 -2.239 -5.492
75 H 1.869 -2.439 -4.819
76 H 1.435 -1.448 -6.050
77 O 4.754 -2.445 4.539
78 H 5.084 -1.736 3.898
79 H 4.609 -2.011 5.442
80 O 1.050 4.283 -5.911
81 H 0.079 4.551 -6.005
82 H 1.343 3.856 -6.780
83 O 1.669 -5.067 7.255
84 H 2.160 -4.184 7.302
85 H 2.143 -5.656 6.583
86 O -5.567 1.796 -7.907
87 H -5.215 0.873 -7.686
88 H -6.542 1.834 -7.636
89 O -3.209 3.791 -0.740
90 H -2.329 4.282 -0.647
91 H -3.684 3.823 0.153
92 O -1.436 4.775 -7.905
93 H -2.099 5.146 -7.237
94 H -0.879 5.543 -8.257
95 O -4.695 -5.306 2.367
96 H -5.128 -5.433 3.272
97 H -3.819 -5.811 2.363
98 O 2.168 -2.156 6.967
99 H 1.962 -2.218 5.979
100 H 2.521 -1.227 7.158
101 O -0.895 5.023 -0.367
102 H -1.228 5.978 -0.409
103 H 0.058 5.006 -0.705
104 O 3.010 3.088 5.776
105 H 3.718 3.093 6.499
106 H 2.225 3.639 6.100

Atomic forces in eV per Å
N 0.137 1.697 0.319
N 7.735 -2.004 1.032
N 1.003 0.879 0.658
N 0.376 0.926 -1.499
N -0.867 2.079 -1.951
S 1.137 -0.246 -0.126
C 0.659 -0.630 0.079
C -6.925 1.084 -1.037
C -0.021 -0.920 1.138
C -0.836 0.972 -2.434
C -0.852 -0.096 3.497
C -0.171 0.064 -0.114
C 2.822 0.945 -2.417
C -2.960 -0.908 0.556
C -2.908 -1.610 1.430
C 0.395 1.253 -0.883
C -0.877 -2.296 -1.056
C 0.444 -1.154 0.166
C 0.599 0.245 1.058
C -0.379 -2.002 1.037
C -0.384 -0.900 0.632
N -1.259 1.332 -0.452
N 0.801 -0.974 3.064
N -1.821 -0.271 0.691
N 0.832 0.942 -0.921
C -0.219 -1.005 -1.051
C 0.519 -0.302 -2.497
C -0.223 2.061 0.917
C 0.634 -0.397 0.607
H 0.849 0.444 0.333
H 1.714 0.977 -0.229
H 0.060 1.497 -0.450
H 0.702 -0.201 0.496
H -0.140 0.325 0.085
H -0.710 -0.345 -0.439
H -0.263 0.478 0.230
H -0.066 -0.143 -0.103
H -0.787 -0.227 -0.317
H 0.508 0.186 0.075
H -0.071 -0.029 0.421
H 0.494 0.611 -0.153
H -0.748 0.447 0.173
H -0.033 0.278 0.818
H 0.339 -0.513 -0.423
H 0.076 -0.373 -0.095
H -0.704 -1.397 -0.289
O -1.428 0.060 -1.118
H 0.208 1.768 0.985
H 1.318 -1.867 0.102
O -1.671 0.954 -0.804
H 1.841 -0.126 -1.240
H -0.389 -0.889 2.080
O 1.704 -0.217 -0.911
H -0.207 0.265 -1.143
H -1.381 -0.069 1.863
O -0.858 -0.246 -1.869
H -0.002 1.861 0.689
H 0.893 -1.575 1.344
O -0.150 -0.807 -1.485
H -0.738 1.506 1.575
H 0.741 -0.733 0.040
O -0.147 -1.663 -1.140
H 0.339 1.376 -1.202
H -0.212 0.246 2.239
O -1.453 -0.889 0.756
H -0.398 0.800 -2.103
H 2.119 -0.049 1.396
O -1.032 -0.296 -1.776
H 0.831 2.076 0.362
H 0.184 -1.802 1.401
O 1.072 1.479 -0.703
H 0.963 0.055 -0.555
H -1.276 -1.773 0.664
O 1.669 0.615 0.696
H -1.488 0.677 -1.651
H -0.105 -1.357 0.794
O 0.357 2.049 0.372
H -0.679 -1.330 1.709
H 0.341 -0.713 -2.081
O -0.966 -0.155 -1.553
H 2.103 -0.856 -0.257
H -1.039 0.977 1.843
O 1.549 -0.003 -1.132
H -0.750 -1.475 -0.284
H -0.663 1.500 1.425
O -1.043 -1.506 0.936
H -1.106 1.839 -0.438
H 2.197 -0.399 -0.479
O -0.413 0.465 1.668
H -1.202 -0.931 0.177
H 1.331 0.053 -1.936
O -0.049 2.005 0.700
H 1.441 -0.453 -1.543
H -1.397 -1.461 0.917
O 0.840 -1.122 1.539
H 1.137 0.182 -1.921
H -1.917 1.002 0.285
O 0.709 1.746 -0.520
H 0.435 0.064 1.193
H -0.921 -2.058 -0.544
O 0.388 2.288 -0.137
H 1.041 -1.991 0.053
H -1.382 0.121 0.035
O -0.023 0.948 2.006
H -1.759 0.234 -1.413
H 1.875 -1.180 -0.477

Results
Kohn-Sham gap (eV): 7.50
E_HOMO (eV): -7.9
Lowest unoccupied orbital energy (eV): -0.421

Atom charges from the Löwdin analysis, given in e for atoms 1 to 8: 0.2157 0.0527 0.1620 0.1118 0.1264 1.0950 -0.2185 -0.7576

***

Record 3
One molecule with the formula C6H10N2S in a non-equilibrium geometry. Source: the Open Molecules 2025 dataset; level of theory: wB97M-V/def2-TZVPD.

Cartesian coordinates (Å):
1 C 0.398 -1.990 -1.221
2 N 1.664 -2.037 -0.941
3 C 2.232 -1.432 0.054
4 C 2.038 -0.035 0.191
5 N 1.001 0.576 -0.382
6 C -0.212 0.374 -0.526
7 C -0.827 1.153 -1.614
8 S -1.274 -0.210 0.752
9 C -0.153 -0.990 1.995
10 H -0.314 -1.588 -0.492
11 H -0.011 -2.145 -2.184
12 H 3.217 -1.749 0.304
13 H 2.778 0.635 0.560
14 H -1.934 0.961 -1.795
15 H -0.299 0.959 -2.568
16 H -0.634 2.238 -1.480
17 H -0.506 -0.638 2.972
18 H 0.879 -0.703 1.603
19 H -0.337 -2.099 1.979

Atomic forces in eV per Å
C 1.093 1.059 1.577
N -2.976 -2.559 -3.089
C 1.989 4.140 1.401
C -0.841 -2.170 0.093
N 2.914 0.732 -0.500
C -0.918 0.862 1.065
C -1.924 0.667 -2.028
S -1.166 -0.027 0.865
C -0.274 -0.279 -1.019
H 0.336 -1.192 -0.566
H 0.106 -0.872 -1.056
H 0.670 -0.438 0.398
H 0.746 0.053 0.416
H 1.333 0.297 0.411
H -0.275 -0.276 0.532
H -0.394 -0.606 0.361
H 0.625 0.242 -0.303
H -1.507 -0.620 1.666
H 0.460 0.986 -0.223

Results
Energy relative to the best compared isomer or geometry (same formula, charge and spin) (kcal per mole): 70.81
SMILES: C=N/C=C\N=C(\C)SC
Kohn-Sham gap (eV): 8.04
E_HOMO (eV): -7.3
Lowest unoccupied orbital energy (eV): 0.764

Atom charges from the Löwdin analysis, given in e for atoms 1 to 8: -0.0208 0.0025 -0.2199 -0.1488 0.0340 -0.7446 -0.0954 0.8924

***

Record 4
C6H13NdO3 as an isolated structure in a non-equilibrium geometry. Source: the Open Molecules 2025 dataset; level of theory: wB97M-V/def2-TZVPD.

Cartesian coordinates (Å):
1 C -2.880 0.215 0.008
2 O -1.980 0.423 -1.055
3 C -1.356 1.682 -1.059
4 C -0.152 1.735 -0.146
5 O 0.399 0.449 0.085
6 C 1.812 0.307 0.051
7 C 2.222 -0.858 0.933
8 O 1.277 -1.858 1.190
9 C 1.010 -2.779 0.064
10 Nd -0.837 -1.633 -0.017
11 H -3.680 0.973 -0.004
12 H -3.307 -0.786 -0.119
13 H -2.091 2.442 -0.737
14 H -0.998 1.858 -2.090
15 H -0.447 2.127 0.837
16 H 0.615 2.401 -0.570
17 H 2.277 1.229 0.431
18 H 2.161 0.187 -0.983
19 H 2.449 -0.458 1.931
20 H 3.074 -1.328 0.408
21 H 1.851 -2.779 -0.651
22 H 0.935 -3.782 0.513
23 H -2.355 0.233 0.978

Atomic forces in eV per Å
C -0.717 0.562 0.276
O -0.183 -0.595 -0.416
C 0.214 0.605 -0.816
C 0.425 0.870 1.063
O -0.348 -0.101 -0.219
C 0.350 0.655 -0.440
C 0.956 -0.044 0.481
O -0.993 -0.199 -0.641
C 3.013 -2.213 -0.480
Nd -2.413 0.606 0.289
H 0.222 -0.354 0.107
H -0.303 0.315 -0.014
H 0.409 -0.066 -0.438
H -0.598 -0.066 0.368
H 0.194 0.071 -0.125
H -0.311 -0.136 0.128
H -0.066 -0.279 -0.024
H -0.290 -0.051 0.065
H 0.395 -0.248 -0.359
H 0.093 0.275 0.767
H 0.004 -0.051 0.442
H 0.255 0.181 -0.070
H -0.307 0.264 0.057

Results
Energy relative to the best compared isomer or geometry (same formula, charge and spin) (kcal per mole): 0.00
Multiplicity: 5
Kohn-Sham gap (spin up / spin down) (eV): 5.89 / 7.85
⟨S²⟩: 6.004
E_HOMO (spin up / spin down) (eV): -9.1 / -11.4
Lowest unoccupied orbital energy (spin up / spin down) (eV): -3.227 / -3.504
Total charge: +1

Atom charges from the Löwdin analysis, given in e for atoms 1 to 8: -0.1735 -0.2998 -0.1651 -0.1527 -0.2999 -0.1582 -0.2056 -0.3217

***

Record 5
One molecule with the formula C5H6ClF in a non-equilibrium geometry. Source: the Open Molecules 2025 dataset; level of theory: wB97M-V/def2-TZVPD.

Cartesian coordinates (Å):
1 C 1.796 -1.571 -0.167
2 C 2.226 -0.332 0.081
3 C 1.408 0.840 -0.210
4 C 0.119 0.972 0.128
5 F -0.514 2.085 -0.239
6 C -0.755 -0.024 0.799
7 Cl -1.821 -0.900 -0.233
8 H 0.782 -1.729 -0.541
9 H 2.418 -2.444 0.023
10 H 3.254 -0.116 0.367
11 H 1.984 1.741 -0.374
12 H -1.390 0.535 1.482
13 H -0.227 -0.761 1.379

Atomic forces in eV per Å
C 0.128 -0.095 0.335
C -0.165 -0.386 -0.690
C 0.004 0.397 1.658
C 1.055 -1.053 -0.906
F -0.487 0.614 0.239
C 0.189 1.117 1.097
Cl -1.028 -0.760 -1.244
H 0.386 -0.097 -0.007
H -0.149 0.194 -0.076
H -0.149 -0.258 0.116
H -0.303 0.217 -0.728
H -0.064 0.082 0.124
H 0.582 0.028 0.082

Results
Energy relative to the best compared isomer or geometry (same formula, charge and spin) (kcal per mole): 10.09
SMILES: C=C/C=C(/F)CCl
Kohn-Sham gap (eV): 9.76
E_HOMO (eV): -9.0
Lowest unoccupied orbital energy (eV): 0.719

Atom charges from the Löwdin analysis, given in e for atoms 1 to 8: 0.0116 -0.1768 -0.0443 -0.3660 0.0634 -0.5842 0.6305 0.0391

***

Record 6
One molecule with the formula C5H8O. Source: the Open Molecules 2025 dataset; level of theory: wB97M-V/def2-TZVPD.

Cartesian coordinates (Å):
1 O 1.615 -0.442 1.255
2 C 0.559 -0.215 0.382
3 C -0.914 -0.330 0.798
4 C -0.923 0.184 -0.656
5 C 0.257 1.118 -0.311
6 C 0.110 -0.908 -0.987
7 H 1.991 0.416 1.495
8 H -1.261 0.345 1.585
9 H -1.257 -1.359 0.958
10 H -1.794 0.470 -1.240
11 H 0.931 1.376 -1.138
12 H 0.045 1.981 0.329
13 H -0.277 -1.934 -0.954
14 H 0.678 -0.740 -1.911

Atomic forces in eV per Å
O 0.286 -0.109 -0.341
C -0.133 -0.038 -0.165
C -0.193 0.001 0.258
C -0.339 0.106 -0.221
C 0.055 0.304 0.014
C 0.169 -0.173 -0.040
H -0.099 -0.322 -0.125
H 0.070 0.035 -0.107
H -0.096 0.242 -0.035
H 0.084 -0.164 -0.004
H -0.190 0.031 0.122
H -0.027 -0.137 0.012
H 0.228 0.183 0.218
H 0.185 0.042 0.414

Results
Energy relative to the best compared isomer or geometry (same formula, charge and spin) (kcal per mole): 54.91
Kohn-Sham gap (eV): 10.93
E_HOMO (eV): -10.0
Lowest unoccupied orbital energy (eV): 0.908

Atom charges from the Löwdin analysis, given in e for atoms 1 to 8: 0.0287 -0.4723 -0.0732 -0.2413 -0.0800 -0.0498 0.1031 0.1113

***

no.,electronic energy (eV)
1,-5085.1303
2,-85822.8592
3,-20195.7919
4,-27841.5621
5,-20520.7984
6,-7359.8741